[1]
Formula: C39H76NO17PS
Source: the OMol25 dataset
Level of theory: ωB97M-V/def2-TZVPD

Each line ends with the Mulliken charge.
Geometry (Å):
H (7.29, -0.17, 0.19)  0.3443
N (7.22, 0.75, -0.27)  -0.7560
C (6.38, 1.48, 0.35)  -0.1957
C (6.08, 2.85, -0.16)  -0.8852
C (4.85, 2.77, -1.09)  0.7376
O (5.19, 3.32, -2.40)  -0.3418
S (4.99, 4.88, -2.44)  1.1028
O (4.17, 5.17, -3.57)  -0.6081
O (6.19, 5.60, -2.21)  -0.6349
O (4.13, 4.96, -1.08)  -0.4435
C (3.62, 3.63, -0.75)  0.9984
C (2.44, 3.33, -1.69)  -2.1607
C (1.50, 2.17, -1.33)  0.6548
C (2.27, 0.89, -1.20)  0.1843
O (2.82, 0.52, -0.19)  -0.3622
O (2.38, 0.20, -2.35)  -0.2931
P (3.16, 3.87, 1.04)  0.9674
O (4.31, 4.15, 1.91)  -0.7480
O (2.14, 5.10, 0.96)  -0.5769
O (2.28, 2.67, 1.57)  -0.2900
H (5.84, 1.10, 1.22)  0.4389
H (5.93, 3.57, 0.64)  0.5629
H (6.93, 3.17, -0.76)  0.3476
H (4.63, 1.73, -1.27)  -0.2016
H (2.81, 3.15, -2.69)  0.5640
H (1.84, 4.24, -1.74)  0.6141
H (0.79, 2.08, -2.15)  0.4343
H (0.91, 2.37, -0.44)  -0.1741
H (3.23, -0.27, -2.29)  0.1496
H (1.76, 5.22, 0.08)  0.4255
H (1.34, 2.88, 1.61)  0.1836
C (-3.01, 3.29, 3.21)  -0.0494
C (-2.51, 4.71, 3.50)  -0.7396
C (-1.09, 4.65, 2.96)  -0.4953
O (-1.12, 3.72, 1.87)  -0.3850
C (-2.36, 3.00, 1.87)  -0.2959
H (-4.10, 3.21, 3.17)  0.1441
H (-2.65, 2.60, 3.97)  0.1340
H (-3.10, 5.44, 2.93)  0.3122
H (-2.55, 4.98, 4.55)  0.3570
H (-0.40, 4.28, 3.72)  0.2892
H (-0.72, 5.61, 2.60)  0.3609
H (-2.97, 3.36, 1.04)  0.1990
H (-2.15, 1.94, 1.72)  0.1619
C (-6.63, 0.80, 5.93)  -0.4205
C (-5.55, -0.01, 6.64)  -0.4681
C (-4.51, -0.17, 5.53)  -0.4879
O (-4.61, 1.00, 4.71)  -0.3370
C (-5.79, 1.73, 5.05)  -0.4527
H (-7.28, 1.35, 6.61)  0.3990
H (-7.24, 0.15, 5.32)  0.0726
H (-5.13, 0.57, 7.47)  0.2829
H (-5.90, -0.96, 7.02)  0.2665
H (-4.73, -1.05, 4.91)  0.2751
H (-3.49, -0.25, 5.91)  0.2550
H (-5.50, 2.64, 5.60)  0.2599
H (-6.30, 2.02, 4.13)  0.3520
C (-9.93, -3.31, 7.59)  -0.5321
C (-9.06, -4.21, 6.71)  -0.5799
C (-8.23, -3.18, 5.95)  -0.4455
O (-8.07, -2.07, 6.83)  -0.2674
C (-8.95, -2.19, 7.95)  -0.5190
H (-10.33, -3.81, 8.47)  0.3344
H (-10.76, -2.91, 7.01)  0.2659
H (-8.42, -4.83, 7.34)  0.2744
H (-9.63, -4.86, 6.05)  0.3383
H (-8.74, -2.84, 5.05)  0.2789
H (-7.24, -3.55, 5.67)  0.2896
H (-8.36, -2.45, 8.84)  0.2811
H (-9.44, -1.23, 8.12)  0.2878
C (-3.02, -0.59, -1.53)  -0.7206
C (-2.24, -1.48, -2.49)  -0.2520
C (-1.36, -0.47, -3.22)  -0.0361
O (-1.11, 0.58, -2.28)  -0.3547
C (-1.96, 0.44, -1.14)  -0.0411
H (-3.42, -1.11, -0.67)  0.3761
H (-3.84, -0.10, -2.05)  0.3032
H (-1.62, -2.18, -1.93)  -0.1100
H (-2.86, -2.05, -3.17)  0.4410
H (-1.89, -0.05, -4.08)  -0.1312
H (-0.42, -0.88, -3.56)  0.3030
H (-1.36, 0.10, -0.29)  0.1816
H (-2.38, 1.42, -0.90)  0.0750
C (0.93, -3.96, -0.69)  -0.7193
C (2.12, -4.71, -0.10)  -0.1077
C (3.10, -4.70, -1.27)  -0.6597
O (2.85, -3.49, -1.99)  -0.3922
C (1.63, -2.90, -1.54)  0.2123
H (0.28, -3.52, 0.07)  0.3915
H (0.34, -4.62, -1.32)  0.3353
H (2.54, -4.16, 0.75)  0.3229
H (1.88, -5.72, 0.24)  0.5569
H (2.93, -5.55, -1.94)  0.2997
H (4.15, -4.71, -0.95)  0.3142
H (1.87, -2.01, -0.94)  -0.4005
H (1.05, -2.59, -2.40)  0.3506
C (2.98, -1.81, 2.55)  -0.2043
C (3.82, -2.89, 1.86)  0.2030
C (4.95, -2.06, 1.27)  -0.2171
O (5.15, -0.96, 2.15)  -0.4434
C (4.06, -0.87, 3.08)  -0.3634
H (2.33, -2.19, 3.33)  0.5187
H (2.36, -1.29, 1.81)  -0.1193
H (4.21, -3.59, 2.60)  0.5218
H (3.28, -3.45, 1.11)  -1.2454
H (4.68, -1.67, 0.28)  -0.0855
H (5.89, -2.61, 1.18)  0.4325
H (4.41, -1.18, 4.07)  0.3460
H (3.73, 0.17, 3.14)  0.1181
C (-2.09, -0.88, -9.13)  -0.5592
C (-1.79, 0.48, -8.50)  -0.5944
C (-2.20, 0.25, -7.06)  -0.2776
O (-1.96, -1.13, -6.78)  -0.3380
C (-1.69, -1.83, -8.00)  -0.4521
H (-1.54, -1.07, -10.05)  0.3308
H (-3.16, -0.97, -9.34)  0.2635
H (-0.72, 0.69, -8.56)  0.2765
H (-2.33, 1.30, -8.97)  0.3601
H (-3.27, 0.45, -6.91)  0.2762
H (-1.63, 0.86, -6.35)  0.2067
H (-0.62, -2.07, -8.04)  0.2732
H (-2.26, -2.76, -8.01)  0.2595
C (6.61, -1.68, -4.81)  -0.6202
C (5.94, -1.00, -6.00)  -0.6280
C (4.51, -0.83, -5.49)  -0.5741
O (4.61, -0.66, -4.08)  -0.2885
C (5.94, -0.99, -3.63)  -0.1115
H (7.70, -1.56, -4.79)  0.3804
H (6.38, -2.75, -4.80)  0.2649
H (6.39, -0.02, -6.18)  0.2670
H (5.99, -1.57, -6.92)  0.3555
H (3.91, -1.73, -5.70)  0.3129
H (4.00, 0.03, -5.91)  0.3096
H (6.45, -0.06, -3.36)  0.1755
H (5.86, -1.62, -2.75)  0.0964

## Properties
E in Eh: -3604.93684
HOMO-LUMO gap in eV: 9.69
Structure (SMILES): [H]/N=C/C[C@@H]1OS(=O)(=O)O[C@]1(CCC(=O)O)P(=O)(O)O.C1CCOC1.C1CCOC1.C1CCOC1.C1CCOC1.C1CCOC1.C1CCOC1.C1CCOC1.C1CCOC1

=====

[2]
Formula: C25H48ClNO3P2SSn
Source: the OMol25 dataset
Level of theory: ωB97M-V/def2-TZVPD

Each line ends with the Mulliken charge.
Geometry (Å):
Sn (0.67, 0.00, -0.56)  0.8967
P (0.21, -2.45, -1.01)  0.1029
C (1.22, -3.08, -2.39)  0.8891
C (0.58, -3.55, 0.44)  0.4754
C (-1.53, -2.55, -1.60)  0.4555
C (2.63, -2.45, -2.55)  -1.4829
H (0.62, -2.81, -3.28)  0.4255
C (1.36, -4.62, -2.33)  -1.7294
H (2.13, -4.91, -1.60)  0.3099
H (1.66, -4.99, -3.32)  0.4712
H (0.42, -5.13, -2.06)  0.3638
H (2.58, -1.49, -3.08)  0.2955
H (3.27, -3.12, -3.15)  0.4721
H (3.13, -2.29, -1.59)  0.2347
H (-1.49, -1.98, -2.54)  0.5854
C (-2.60, -1.87, -0.72)  -0.2263
C (-1.95, -4.00, -1.89)  -1.7834
H (-1.48, -4.38, -2.80)  0.3705
H (-3.05, -4.06, -2.02)  0.4669
H (-1.70, -4.67, -1.05)  0.3253
H (-2.15, -1.15, -0.04)  -0.7819
H (-3.16, -2.60, -0.13)  0.6384
H (-3.31, -1.28, -1.33)  0.3285
C (2.01, -3.30, 0.97)  -1.3367
H (0.51, -4.59, 0.08)  0.7193
C (-0.41, -3.36, 1.58)  -1.1984
H (2.78, -3.64, 0.28)  0.2492
H (2.13, -3.80, 1.94)  0.4878
H (2.17, -2.23, 1.18)  0.0979
H (-0.51, -2.29, 1.78)  -0.0307
H (-0.07, -3.81, 2.53)  0.4223
H (-1.40, -3.79, 1.36)  0.2355
Cl (1.22, -0.29, 1.81)  -0.6157
H (2.32, -0.17, -1.24)  -0.2714
H (-0.91, 0.00, -1.57)  -0.1723
P (0.93, 2.58, -0.88)  -0.1356
C (-0.27, 3.31, -2.06)  0.6418
C (0.91, 3.65, 0.65)  0.6291
C (2.58, 2.73, -1.72)  0.8194
C (-1.69, 2.69, -2.07)  -1.1172
H (0.18, 3.11, -3.05)  0.5208
C (-0.40, 4.83, -1.87)  -1.7533
H (-1.05, 5.06, -1.01)  0.3189
H (-0.86, 5.26, -2.77)  0.4713
H (0.56, 5.33, -1.72)  0.3614
H (-1.70, 1.73, -2.59)  0.1977
H (-2.40, 3.36, -2.57)  0.4862
H (-2.05, 2.49, -1.05)  0.1107
H (2.40, 2.24, -2.70)  0.3490
C (3.74, 1.96, -1.04)  -1.4680
C (2.96, 4.19, -1.99)  -1.6152
H (2.34, 4.64, -2.77)  0.3436
H (4.01, 4.25, -2.32)  0.4749
H (2.88, 4.80, -1.07)  0.3002
H (3.42, 1.25, -0.26)  0.2650
H (4.44, 2.66, -0.55)  0.4607
H (4.30, 1.39, -1.79)  0.3672
C (-0.41, 3.48, 1.40)  -1.3234
H (1.00, 4.69, 0.31)  0.8215
C (2.05, 3.29, 1.62)  -1.4009
H (-1.27, 3.98, 0.93)  0.0712
H (-0.38, 3.79, 2.45)  0.6016
H (-0.61, 2.40, 1.39)  -0.0046
H (2.08, 2.22, 1.85)  0.0774
H (1.88, 3.81, 2.57)  0.4802
H (3.03, 3.61, 1.23)  0.3132
O (-4.30, 1.91, 3.73)  -0.7205
S (-2.94, 1.85, 3.28)  1.1592
O (-1.96, 2.88, 3.73)  -0.6557
N (-2.88, 1.73, 1.61)  -0.6422
C (-2.10, 0.67, 1.49)  0.3234
O (-1.25, 0.64, 0.55)  -0.1819
C (-2.22, -0.43, 2.45)  0.5019
C (-2.66, -1.74, 2.49)  -0.6572
C (-2.73, -2.38, 3.71)  -0.4311
C (-2.45, -1.69, 4.89)  -0.9109
C (-2.24, -0.30, 4.86)  -0.6784
C (-2.19, 0.28, 3.62)  -0.1228
H (-3.02, -2.25, 1.60)  0.3209
H (-3.03, -3.42, 3.78)  0.4600
H (-2.43, -2.19, 5.87)  0.3800
H (-2.13, 0.34, 5.71)  0.5005

## Properties
E in Eh: -3017.11577
HOMO-LUMO gap in eV: 8.14

=====

[3]
Formula: C50H37Cl2F15GeN3NaOSSe3
Source: the OMol25 dataset
Level of theory: ωB97M-V/def2-TZVPD

Each line ends with the Mulliken charge.
Geometry (Å):
Na (0.04, 0.69, 0.75)  0.9364
C (-1.88, 3.69, -4.28)  -1.1390
Se (-1.09, 1.94, -3.92)  0.8787
C (-2.84, 1.21, -3.22)  0.4223
C (-2.78, -0.30, -3.18)  -1.1927
Se (-1.19, -0.82, -2.18)  0.5921
C (-0.86, -2.55, -2.99)  -1.2014
H (-2.63, 3.93, -3.54)  0.2912
H (-2.31, 3.66, -5.28)  0.4399
H (-1.06, 4.40, -4.23)  0.3064
H (-3.56, 1.57, -3.96)  0.5322
H (-3.06, 1.62, -2.24)  -0.8544
H (-2.71, -0.73, -4.18)  0.4683
H (-3.65, -0.70, -2.65)  0.3387
H (-1.72, -3.20, -2.87)  0.3759
H (-0.02, -2.97, -2.44)  0.2194
H (-0.61, -2.44, -4.05)  0.3529
C (3.04, -0.56, 3.35)  -1.0134
C (2.32, 0.62, 2.75)  0.3631
O (1.09, 0.64, 2.62)  -0.4212
N (3.10, 1.66, 2.42)  0.1044
C (2.61, 2.83, 1.69)  -0.2108
C (2.97, 2.71, 0.23)  0.2457
C (4.09, 3.41, -0.21)  -0.7844
C (4.34, 3.36, -1.62)  -0.5187
C (3.62, 2.56, -2.42)  -1.2691
C (2.62, 1.59, -1.82)  -0.4303
N (2.18, 1.91, -0.46)  0.7228
H (2.32, -1.31, 3.65)  -0.1917
H (3.64, -0.25, 4.21)  0.5127
H (3.70, -1.01, 2.60)  0.4009
H (4.09, 1.49, 2.37)  0.3009
H (3.05, 3.72, 2.13)  0.3706
H (1.53, 2.88, 1.82)  -0.6284
H (4.61, 4.09, 0.45)  0.2444
H (5.08, 4.03, -2.06)  0.2892
H (3.77, 2.56, -3.49)  0.2737
H (3.08, 0.58, -1.79)  0.5525
Cl (0.85, 3.38, 4.74)  -0.1900
C (-0.85, 3.12, 4.28)  -0.3298
Cl (-1.11, 2.93, 2.55)  0.0440
H (-1.40, 3.99, 4.60)  0.4405
H (-1.19, 2.22, 4.78)  0.0031
Se (-3.33, 0.61, 0.39)  -0.2566
C (-4.45, 2.11, 0.18)  0.0644
C (-4.49, 3.19, 1.08)  -0.3626
C (-5.34, 4.26, 0.86)  -0.2551
N (-6.18, 4.37, -0.17)  -0.7222
C (-6.15, 3.34, -1.03)  -0.4624
C (-5.34, 2.23, -0.90)  -0.1132
H (-3.84, 3.19, 1.94)  0.3283
H (-5.35, 5.08, 1.57)  0.3471
H (-6.83, 3.41, -1.88)  0.3367
H (-5.39, 1.44, -1.64)  0.3245
F (1.38, -4.44, 4.75)  -0.3843
C (0.65, -3.30, 4.72)  0.4326
C (0.13, -2.82, 3.53)  -0.7388
C (-0.65, -1.67, 3.63)  0.9910
F (-1.25, -1.19, 2.55)  -0.2082
C (-0.85, -1.00, 4.82)  -0.2821
F (-1.59, 0.10, 4.88)  -0.4242
C (-0.27, -1.50, 5.98)  0.7979
F (-0.44, -0.87, 7.14)  -0.3612
C (0.48, -2.66, 5.93)  0.1788
F (1.02, -3.15, 7.05)  -0.3445
Ge (0.37, -3.54, 1.69)  0.6087
S (1.14, -2.14, 0.32)  -0.4633
C (1.61, -5.10, 1.82)  -0.4935
C (1.37, -6.36, 1.28)  0.3801
F (0.19, -6.66, 0.72)  -0.3091
C (2.32, -7.37, 1.28)  -0.0096
F (2.05, -8.57, 0.75)  -0.3178
C (3.57, -7.13, 1.82)  0.7076
F (4.49, -8.09, 1.83)  -0.3292
C (3.85, -5.89, 2.36)  -0.1924
F (5.06, -5.65, 2.89)  -0.3159
C (2.88, -4.91, 2.34)  0.4030
F (3.21, -3.72, 2.87)  -0.1235
C (-1.45, -4.36, 1.53)  -0.3219
C (-1.85, -5.28, 2.48)  0.6030
F (-1.00, -5.66, 3.45)  -0.3803
C (-3.10, -5.87, 2.49)  0.0324
F (-3.44, -6.76, 3.43)  -0.3290
C (-4.01, -5.52, 1.51)  0.7340
F (-5.22, -6.08, 1.49)  -0.3330
C (-3.65, -4.61, 0.54)  -0.2081
F (-4.52, -4.29, -0.42)  -0.3093
C (-2.38, -4.04, 0.57)  0.1156
F (-2.10, -3.17, -0.40)  0.1401
C (2.79, -0.41, -6.43)  -0.5248
C (2.63, -1.18, -5.28)  -0.9154
C (2.16, -0.60, -4.11)  -0.2427
C (1.84, 0.75, -4.05)  0.0869
C (2.01, 1.51, -5.20)  -0.2498
C (2.48, 0.94, -6.38)  -0.9284
C (1.38, 1.33, -2.72)  1.7859
C (0.36, 2.46, -2.86)  -0.6398
C (0.12, 3.51, -1.87)  0.0441
C (1.12, 4.48, -1.62)  -0.5044
C (0.90, 5.55, -0.78)  -0.6450
C (-0.33, 5.73, -0.16)  -0.8185
C (-1.33, 4.80, -0.38)  -0.7630
C (-1.10, 3.70, -1.20)  0.9162
H (3.15, -0.86, -7.35)  0.3895
H (2.86, -2.24, -5.31)  0.4272
H (2.02, -1.21, -3.22)  0.5787
H (1.75, 2.57, -5.16)  0.4218
H (2.60, 1.56, -7.26)  0.3783
H (0.91, 0.48, -2.22)  -1.2386
H (2.09, 4.35, -2.09)  0.5682
H (1.71, 6.25, -0.61)  0.3515
H (-0.50, 6.58, 0.50)  0.3779
H (-2.29, 4.89, 0.11)  0.3871
H (-1.87, 2.95, -1.28)  -0.0647

## Properties
E in Eh: -14427.12172
HOMO-LUMO gap in eV: 4.46
Net charge: -2

=====

One value per record, in order, for relative energy (zero: lowest compared OMol25 entry of this formula, charge and spin): 0.000, 2.460, 1.502 eV.
One value per record, in order, for HOMO: -9.290, -8.021, -1.110 eV.